The following is a DFT calculation (ωB97M-V/def2-TZVPD) of a single C3H7ClN2O molecule.

Structure (XYZ):
```
14
Properties=species:S:1:pos:R:3:forces:R:3:nbo_charge:R:1
C 0.141 1.760 -0.250 -1.6 -0.2 -0.4 -0.261
O 0.005 0.705 0.732 0.4 0.3 -0.5 -0.541
C -0.177 -0.547 0.232 -0.9 -0.7 0.2 0.430
C -1.535 -1.082 0.472 -0.7 0.7 0.8 -0.402
Cl -2.830 -0.179 -0.370 -0.1 0.4 -0.4 -0.082
N 0.695 -1.321 -0.271 0.1 0.9 0.2 -0.249
N 1.941 -0.775 -0.440 0.7 -0.8 -0.5 -0.661
H -0.868 2.051 -0.704 1.2 -0.5 0.8 0.193
H 0.777 1.449 -1.073 0.3 0.1 0.0 0.191
H 0.542 2.570 0.330 0.3 0.5 -0.1 0.196
H -1.652 -2.079 0.174 0.2 -1.4 -0.5 0.230
H -1.866 -1.010 1.505 0.5 0.1 0.2 0.225
H 2.190 -0.017 0.180 0.0 -0.1 0.2 0.356
H 2.637 -1.523 -0.516 -0.5 0.7 0.2 0.374
```
Forces are in eV/Å.

Highest occupied orbital energy = -8.98 eV
Kohn-Sham gap = 9.89 eV
Lowest unoccupied orbital energy = 0.0336 Ha
Structure (SMILES) = CO/C(CCl)=N\N

=====

The following is a DFT calculation (ωB97M-V/def2-TZVPD) of 13 unconnected molecules or ions with the total composition C5H38N2O13.

Structure (XYZ):
```
58
Properties=species:S:1:pos:R:3:forces:R:3:nbo_charge:R:1
C 1.550 0.183 0.810 1.1 -1.4 -0.2 -0.298
N 1.243 -0.580 -0.393 -2.9 1.9 1.4 -0.281
C 0.572 0.175 -1.442 1.3 -0.5 -1.0 -0.317
C 0.371 -0.724 -2.677 -1.0 0.2 0.3 0.084
C -0.125 0.093 -3.861 0.2 0.0 0.4 -0.621
O -0.669 -1.667 -2.402 0.0 0.0 0.4 -0.765
C 1.532 -0.732 2.049 -0.1 0.0 0.5 -0.251
N 0.230 -0.782 2.679 -0.1 0.3 -0.3 -0.778
H 2.566 0.585 0.659 -0.1 0.2 0.2 0.308
H 0.895 1.048 0.945 -0.1 0.1 -0.4 0.266
H 0.722 -1.460 -0.198 0.8 -0.7 -0.3 0.444
H -0.396 0.559 -1.087 0.1 -0.1 0.2 0.263
H 1.202 1.035 -1.678 -0.1 0.1 0.1 0.264
H 1.293 -1.265 -2.884 0.2 0.0 -0.2 0.192
H 0.597 0.864 -4.133 0.0 -0.1 -0.2 0.225
H -1.065 0.581 -3.588 0.1 0.0 0.0 0.218
H -0.324 -0.585 -4.687 0.1 0.1 -0.1 0.246
H -0.416 -2.329 -1.710 0.2 -0.2 -0.3 0.520
H 2.260 -0.363 2.769 0.0 0.1 0.0 0.231
H 1.846 -1.753 1.812 0.1 0.1 -0.3 0.218
H -0.510 -0.908 1.997 -0.1 -0.2 0.0 0.357
H 0.001 0.070 3.181 0.1 0.0 0.1 0.395
H -0.484 -3.446 0.415 0.3 -0.2 -0.3 0.523
H 0.958 -3.634 -0.282 -0.2 -0.3 0.1 0.515
O 0.022 -3.363 -0.438 -0.1 0.8 0.4 -1.034
H -1.742 1.778 2.568 -0.5 -0.1 -0.2 0.505
H -2.593 0.642 1.902 -0.2 0.7 0.2 0.496
O -2.546 1.621 2.022 0.6 -0.6 0.1 -0.997
H -3.748 -1.359 1.626 0.4 0.2 0.1 0.506
H -2.905 -1.024 0.371 0.0 0.1 0.3 0.516
O -2.850 -1.088 1.361 -0.6 -0.3 -0.4 -1.010
H -0.525 4.059 -1.585 0.1 0.4 -0.2 0.496
H -1.021 2.757 -0.953 0.1 0.2 -0.1 0.509
O -0.196 3.319 -1.074 -0.1 -0.5 0.2 -1.030
H -1.940 -2.598 1.780 0.2 -0.5 0.2 0.495
H -0.765 -3.059 2.641 0.3 0.0 0.5 0.489
O -1.349 -3.369 1.949 -0.4 0.4 -0.6 -0.967
H 2.940 3.108 -1.221 0.2 0.0 0.2 0.483
H 1.693 3.008 -0.376 0.9 -0.2 0.0 0.495
O 2.644 2.729 -0.381 -1.1 0.3 -0.4 -0.973
H -0.358 3.960 0.609 -0.4 0.3 0.3 0.497
H -1.675 4.194 1.398 0.4 0.2 -0.1 0.486
O -0.712 4.325 1.454 -0.3 -0.3 -0.2 -0.967
H -1.995 -0.987 -1.662 -0.8 0.0 -0.3 0.513
H -3.584 -0.901 -1.835 0.3 0.1 0.0 0.512
O -2.843 -0.590 -1.293 0.4 -0.3 0.0 -1.018
H -2.608 1.175 -0.930 -0.2 0.9 -0.1 0.500
H -2.503 2.015 0.349 -0.1 0.3 -0.3 0.508
O -2.476 2.116 -0.642 0.2 -1.2 0.3 -1.002
H -0.378 3.257 2.740 0.4 -0.1 0.2 0.514
H 0.673 2.488 3.632 0.1 0.3 0.1 0.486
O -0.238 2.476 3.336 -0.2 -0.2 -0.2 -1.020
H 2.971 -4.644 -0.409 -0.1 0.5 0.3 0.501
H 3.070 -3.070 -0.329 0.2 -0.8 0.0 0.498
O 2.624 -3.860 0.056 0.1 0.0 -0.3 -0.984
H 4.418 -1.180 -0.719 0.3 0.3 0.1 0.495
H 2.897 -1.232 -1.041 0.6 0.1 -0.2 0.462
O 3.751 -1.670 -1.200 -0.6 -0.2 -0.1 -0.921
```
Forces are in eV/Å.

Multiplicity = 2
Highest occupied orbital energy (spin up / spin down) = -13.72 / -13.26 eV
Kohn-Sham gap (spin up / spin down) = 11.22 / 5.26 eV
Lowest unoccupied orbital energy (spin up / spin down) = -0.0919 / -0.2942 Ha
Net charge = +1

=====

The following is a DFT calculation (ωB97M-V/def2-TZVPD) of a single C24H17ClN2O3 molecule.

Structure (XYZ):
```
47
Properties=species:S:1:pos:R:3:forces:R:3:nbo_charge:R:1
C 5.023 2.592 1.087 0.1 0.1 0.1 -0.251
O 4.374 1.944 0.020 -0.1 -0.1 -0.2 -0.493
C 3.717 0.778 0.270 -0.1 -0.2 0.0 0.289
C 3.049 0.214 -0.818 0.1 0.1 0.1 -0.224
C 2.343 -0.958 -0.675 0.1 -0.3 0.2 -0.239
C 2.280 -1.582 0.567 0.7 0.6 -0.1 0.257
O 1.603 -2.781 0.731 -0.4 -0.2 0.1 -0.453
C 0.389 -2.884 0.159 -0.1 -0.5 -0.3 0.225
C -0.097 -4.085 -0.284 0.6 0.7 0.4 -0.103
Cl 0.831 -5.530 -0.127 -0.1 0.1 0.0 0.046
C -1.364 -4.118 -0.913 -0.1 0.2 0.0 -0.028
N -2.062 -3.050 -1.115 -0.6 -0.6 -0.3 -0.193
N -1.621 -1.890 -0.660 0.3 0.0 0.0 -0.206
C -2.447 -0.728 -0.953 -0.1 0.3 0.0 -0.094
C -3.079 -0.107 0.270 0.0 0.3 0.1 -0.013
C -3.893 -0.700 1.208 0.0 0.0 -0.1 -0.206
C -4.374 0.080 2.253 -0.1 -0.1 0.1 -0.207
C -4.043 1.423 2.343 0.0 0.1 0.1 -0.206
C -3.218 2.020 1.403 0.1 -0.1 -0.2 -0.212
C -2.730 1.248 0.363 -0.4 -0.3 0.3 0.032
C -1.823 1.570 -0.729 0.3 -0.1 -0.5 0.034
C -1.146 2.737 -1.039 -0.1 -0.1 0.1 -0.220
C -0.272 2.732 -2.115 0.1 0.1 0.0 -0.201
C -0.081 1.588 -2.873 0.1 0.0 -0.1 -0.210
C -0.764 0.416 -2.573 -0.1 0.0 0.0 -0.205
C -1.631 0.418 -1.504 -0.1 0.4 0.0 -0.016
C -0.469 -1.696 0.079 0.2 -0.1 0.3 0.564
O -0.213 -0.625 0.596 -0.1 -0.1 0.1 -0.599
C 2.959 -1.044 1.646 -0.4 -0.5 -0.3 -0.175
C 3.677 0.131 1.500 0.2 0.3 -0.1 -0.306
H 5.444 3.503 0.665 0.0 -0.1 0.1 0.199
H 5.832 1.979 1.498 0.0 0.0 0.0 0.174
H 4.320 2.854 1.884 0.0 0.0 0.0 0.177
H 3.094 0.719 -1.769 0.0 0.1 -0.1 0.224
H 1.829 -1.389 -1.522 -0.1 0.0 -0.1 0.218
H -1.776 -5.041 -1.287 0.0 -0.1 0.0 0.219
H -3.206 -1.077 -1.662 0.2 0.0 0.1 0.256
H -4.150 -1.748 1.137 0.0 -0.1 0.0 0.217
H -5.011 -0.366 3.002 -0.1 0.0 0.1 0.213
H -4.430 2.010 3.164 0.0 0.0 0.1 0.213
H -2.957 3.064 1.485 0.0 0.1 0.0 0.210
H -1.282 3.628 -0.445 0.0 0.1 0.1 0.212
H 0.275 3.630 -2.362 0.0 0.1 0.0 0.214
H 0.610 1.605 -3.703 0.1 0.0 -0.1 0.213
H -0.610 -0.478 -3.162 0.0 -0.1 -0.1 0.213
H 2.910 -1.540 2.602 0.0 -0.1 0.1 0.219
H 4.188 0.534 2.359 0.1 0.1 0.1 0.220
```
Forces are in eV/Å.

Highest occupied orbital energy = -8.03 eV
Kohn-Sham gap = 8.31 eV
Lowest unoccupied orbital energy = 0.0101 Ha
Structure (SMILES) = COc1ccc(Oc2c(Cl)cnn(C3c4ccccc4-c4ccccc43)c2=O)cc1

=====

The following is a DFT calculation (ωB97M-V/def2-TZVPD) of a gas-phase ion, C3H8N3 (charge +1).

Structure (XYZ):
```
14
Properties=species:S:1:pos:R:3:forces:R:3:nbo_charge:R:1
C -1.030 0.364 0.174 -0.2 -1.1 -0.8 0.328
C 0.058 -0.776 0.375 0.6 2.7 0.7 -0.389
C 1.289 -0.332 -0.317 -0.4 0.5 -1.9 -0.283
N -0.766 1.590 0.202 1.5 -0.5 0.0 -0.077
N -2.228 -0.123 -0.173 -0.9 -0.4 0.2 -0.730
N 1.773 0.953 0.051 -3.0 1.2 0.6 -0.561
H 0.144 -0.831 1.428 0.6 0.5 1.5 0.257
H -0.259 -1.738 0.187 -1.1 -1.8 -1.5 0.262
H 2.038 -0.972 -0.052 2.3 -2.3 1.5 0.290
H 1.349 -0.599 -1.390 -0.8 0.8 0.0 0.241
H -2.540 -1.058 0.125 0.4 0.9 -0.3 0.436
H -2.930 0.553 -0.436 -0.3 -0.2 0.2 0.428
H 0.902 1.469 0.539 1.7 0.0 -0.6 0.377
H 2.200 1.501 -0.713 -0.5 -0.3 0.5 0.420
```
Forces are in eV/Å.

Highest occupied orbital energy (spin up / spin down) = -15.03 / -15.01 eV
Kohn-Sham gap (spin up / spin down) = 6.96 / 6.94 eV
Lowest unoccupied orbital energy (spin up / spin down) = -0.2964 / -0.2968 Ha
Net charge = +1

=====

The following is a DFT calculation (ωB97M-V/def2-TZVPD) of a molecular structure, C28H36N8O7S3SeTi.

Structure (XYZ):
```
84
Properties=species:S:1:pos:R:3:forces:R:3:mulliken_charge:R:1
Ti 1.308 -0.554 -1.164 -0.6 0.1 -0.3 0.210
N 0.702 -0.536 3.144 0.0 0.0 0.0 -0.890
C 1.009 0.532 4.096 0.0 0.0 0.0 0.312
C -0.228 1.367 4.433 0.0 0.0 0.0 -1.497
C -0.674 2.327 3.324 0.0 0.0 0.0 0.325
N -1.297 1.587 2.231 -0.1 0.0 0.1 -0.045
C 0.507 3.184 2.865 0.0 0.1 0.0 -1.673
C 1.766 2.412 2.477 0.0 0.0 0.0 0.231
N 1.591 1.752 1.183 0.1 0.1 0.0 0.014
C 2.147 1.416 3.576 0.0 0.0 0.0 -1.580
H -0.069 -1.111 3.474 0.0 0.0 0.0 0.300
H 1.504 -1.157 3.067 0.0 0.0 0.0 0.075
H 0.245 -0.318 1.451 0.0 -0.1 0.0 -0.885
H 1.357 0.094 5.045 0.0 0.0 0.0 0.282
H 0.003 1.954 5.331 0.0 0.0 0.0 0.463
H -1.061 0.704 4.686 0.0 0.0 0.0 0.473
H -1.401 3.021 3.770 0.0 0.0 0.0 0.269
H -0.925 1.811 1.319 0.1 -0.1 0.0 -0.239
H -2.304 1.635 2.231 0.0 0.1 0.0 0.253
H 0.767 3.862 3.686 0.0 0.0 0.0 0.551
H 0.195 3.812 2.023 0.0 0.0 0.0 0.424
H 2.584 3.145 2.420 0.0 0.0 0.0 0.484
H 2.475 1.302 0.943 0.0 0.0 0.0 -0.118
H 1.507 2.475 0.468 0.0 0.0 0.0 -0.063
H 2.530 1.992 4.427 0.0 0.0 0.0 0.539
H 2.970 0.783 3.232 0.0 0.0 0.0 0.416
N -2.796 0.727 -3.036 0.1 0.0 -0.1 0.177
C -2.459 2.065 -2.948 0.0 0.0 0.0 0.638
C -3.121 3.225 -3.333 0.0 0.0 0.0 -1.407
C -2.464 4.418 -3.090 0.0 0.0 0.0 -0.361
C -1.194 4.448 -2.494 0.0 0.0 0.0 -0.886
C -0.538 3.294 -2.107 0.0 0.0 0.0 -0.569
C -1.197 2.087 -2.334 0.0 0.0 0.1 0.029
N -0.805 0.791 -2.036 0.1 -0.2 -0.3 1.133
C -1.761 0.030 -2.480 0.0 0.0 0.0 -0.672
C -1.689 -1.412 -2.341 0.0 0.0 0.0 -0.447
C -2.652 -2.350 -2.541 0.0 0.0 0.0 -0.378
S -2.064 -3.879 -2.070 0.0 0.0 0.0 -0.170
C -0.562 -3.179 -1.670 0.0 0.0 0.0 -0.351
N -0.499 -1.895 -1.862 0.1 -0.2 0.2 0.737
H -3.620 0.330 -3.448 0.0 0.0 0.1 0.249
H -4.098 3.199 -3.799 0.0 0.0 0.0 0.397
H -2.939 5.349 -3.375 0.0 0.0 0.0 0.364
H -0.703 5.402 -2.343 0.0 0.0 0.0 0.471
H 0.465 3.324 -1.690 0.0 0.0 0.0 0.379
H -3.678 -2.203 -2.833 0.0 0.0 0.0 0.385
H 0.256 -3.762 -1.272 0.0 0.0 0.0 0.352
O 2.552 3.572 -1.337 0.0 -0.1 0.0 -0.768
Se 3.240 2.158 -1.776 0.1 0.1 0.0 1.110
O 3.865 2.177 -3.264 0.0 0.0 0.1 -0.781
O 1.879 1.092 -1.838 0.2 0.0 0.2 -0.124
O 4.205 1.549 -0.627 0.0 0.0 0.0 -0.672
C 4.765 -1.823 -2.008 0.0 0.0 0.0 -1.516
C 3.572 -2.643 -2.494 0.0 0.0 0.0 0.852
C 3.316 -3.855 -1.600 0.0 0.0 0.0 -1.429
C 2.314 -1.784 -2.665 0.0 0.0 0.0 -1.283
H 5.668 -2.441 -1.952 0.0 0.0 0.0 0.436
H 4.584 -1.392 -1.024 0.0 0.0 0.0 0.143
H 4.958 -0.988 -2.685 0.0 0.0 0.0 0.338
H 3.852 -3.044 -3.483 0.0 0.0 0.0 0.370
H 3.010 -3.546 -0.599 0.0 0.0 0.0 0.151
H 4.212 -4.477 -1.502 0.0 0.0 0.0 0.454
H 2.522 -4.483 -2.020 0.0 0.0 0.0 0.248
H 1.566 -2.383 -3.205 0.0 0.0 0.0 0.532
H 2.566 -0.956 -3.345 0.0 0.0 0.0 0.502
O -2.340 -3.757 3.181 0.0 0.0 0.0 -0.809
S -2.112 -3.608 1.758 0.0 0.0 0.0 1.297
O -2.094 -4.857 1.015 0.0 0.0 0.0 -0.733
N -0.793 -2.724 1.448 0.0 0.0 0.0 -0.404
C -1.156 -1.541 0.930 0.0 0.0 0.0 -0.394
O -0.198 -0.633 0.590 0.1 0.1 0.0 2.599
C -2.526 -1.315 0.700 0.0 0.0 0.0 0.637
C -3.235 -0.208 0.170 0.0 0.0 0.1 -0.228
C -4.589 -0.322 -0.038 0.0 0.0 0.0 -0.969
C -5.299 -1.505 0.275 0.0 0.0 0.0 -1.003
C -4.621 -2.582 0.848 0.0 0.0 0.0 -0.535
C -3.268 -2.472 1.063 0.0 0.0 0.0 -0.019
H -2.707 0.704 -0.081 0.0 0.0 0.0 0.467
H -5.131 0.524 -0.450 0.0 0.0 0.0 0.459
H -6.367 -1.561 0.101 0.0 0.0 0.0 0.366
H -5.147 -3.489 1.122 0.0 0.0 0.0 0.433
S 4.143 -2.051 2.504 0.0 0.0 0.1 -0.477
C 3.201 -1.578 1.266 0.0 -0.1 0.0 0.533
N 2.504 -1.258 0.385 0.2 0.0 -0.1 -0.483
```
Forces are in eV/Å.

Multiplicity = 3
Highest occupied orbital energy (spin up / spin down) = -0.82 / -3.01 eV
Kohn-Sham gap (spin up / spin down) = 4.53 / 6.71 eV
Lowest unoccupied orbital energy (spin up / spin down) = 0.1365 / 0.1359 Ha
Net charge = -2

=====

The following is a DFT calculation (ωB97M-V/def2-TZVPD) of a molecular structure, C2H5N3O.

Structure (XYZ):
```
11
Properties=species:S:1:pos:R:3:forces:R:3:nbo_charge:R:1
C 0.069 -0.330 0.445 0.2 1.0 -1.1 0.555
C 0.275 1.620 -1.053 0.2 2.1 -3.0 0.523
H -1.759 -1.489 0.408 1.7 0.6 0.4 0.417
H -0.222 -2.245 1.288 -3.0 4.1 -1.8 0.402
H 1.385 -0.616 1.812 -0.2 0.5 -1.0 0.342
H -0.792 -0.281 -1.657 1.8 3.4 4.1 0.415
H 0.853 2.193 -0.087 -1.6 -1.5 -2.9 0.182
N -0.844 -1.253 0.862 1.4 -5.2 1.9 -0.844
N 1.220 -0.089 0.923 0.2 -0.6 1.3 -0.730
N -0.364 0.453 -0.661 -1.3 -2.7 -3.8 -0.657
O 0.179 2.037 -2.280 0.7 -1.6 5.9 -0.606
```
Forces are in eV/Å.

Highest occupied orbital energy = -9.64 eV
Kohn-Sham gap = 9.79 eV
Lowest unoccupied orbital energy = 0.0055 Ha

=====

| no. | DFT total energy (eV) | strongest force on any atom (eV Å⁻¹) |
| --- | --- | --- |
| 1 | -20773.1702 | 1.657 |
| 2 | -35393.9850 | 3.743 |
| 3 | -46808.3492 | 0.989 |
| 4 | -7699.8181 | 3.643 |
| 5 | -176843.9121 | 0.656 |
| 6 | -8670.3905 | 6.137 |